# 1
This record from the Open Molecules 2025 dataset describes C23H48Ca2NO11P as an isolated structure in a non-equilibrium geometry. The level of theory is ωB97M-V/def2-TZVPD.

HOMO = -6.60 eV
relative energy (zero: lowest compared OMol25 entry of this formula, charge and spin) = 1.319 eV
electronic energy = -3484.31852 hartree
Kohn-Sham gap = 0.2352 hartree

Each line ends with the Mulliken charge.
Element x y z (Å)
H: -7.4918 -2.3781 -21.5212  0.18
H: -0.6004 -3.3483 -22.9610  0.41
C: -11.3042 -3.1955 -19.5985  0.00
H: -3.9954 -1.9346 -19.8332  -0.35
H: -4.4389 -3.6539 -19.8106  0.00
H: -4.0074 -5.0471 -24.7310  0.39
H: -12.0595 -4.2773 -16.5606  0.40
H: -2.1005 -2.9006 -23.6038  0.36
H: -13.4113 -3.0878 -20.3240  0.37
H: -6.5904 -0.6643 -26.1133  0.43
H: -1.9384 -2.5989 -21.9414  0.22
H: -1.9723 -4.2136 -17.1043  0.42
O: -6.9183 -2.6586 -16.1542  -0.67
H: -9.9432 -0.8088 -22.2012  -0.01
C: -13.2423 -4.2291 -18.4735  -0.58
H: -2.1066 -3.8861 -19.7387  -0.03
C: -3.8842 -6.3154 -22.0300  -0.81
H: -3.6079 -6.7849 -22.9741  0.41
H: -3.1179 -5.1696 -17.9482  0.10
H: -11.3351 2.7129 -22.6623  0.26
H: -9.8496 3.4368 -22.3401  0.38
H: -10.6752 -3.6420 -20.3687  0.10
P: -7.0491 -1.3912 -15.2305  0.84
H: -5.2853 -3.8674 -24.9889  0.37
H: -8.7164 1.8786 -24.0113  0.07
O: -6.6694 -1.3962 -19.8868  -0.74
O: -6.8850 -1.0338 -22.8738  -0.07
C: -2.8484 -4.1326 -17.7477  -0.66
H: -11.3152 -2.1396 -19.8685  0.10
O: -8.1540 -2.3608 -18.7751  -0.50
Ca: -9.0977 -2.8923 -16.6820  1.62
H: -13.9592 -3.5587 -17.9994  0.28
C: -12.7248 -3.7700 -19.8226  -0.69
H: -13.7782 -5.1746 -18.3900  0.31
H: -12.6172 -4.6024 -20.5180  0.27
O: -8.0752 -0.9238 -16.3373  -0.77
C: -6.5428 -0.4888 -25.0386  -0.56
C: -7.3345 -1.3586 -24.1765  -0.22
O: -5.5740 -0.9142 -15.3872  -0.73
C: -4.5913 -4.0018 -22.8370  -0.12
C: -7.6455 -2.1814 -19.8694  0.53
H: -4.6315 0.4920 -24.5079  0.47
H: -3.4377 -2.7109 -16.2671  0.29
O: -7.5603 -2.1133 -13.9606  -0.74
H: -1.4776 -5.1402 -21.8325  0.30
O: -8.1182 -2.7660 -20.9057  -0.51
H: -5.5502 -5.4325 -24.2122  0.41
C: -9.8042 1.8946 -23.9438  -0.21
O: -10.2661 0.5228 -23.8129  -0.47
H: -10.3043 2.3368 -24.8054  0.32
C: -3.1909 -7.0569 -20.8075  -1.10
H: -8.9789 1.2305 -21.3305  0.10
H: -4.5510 -1.3200 -24.6380  0.10
H: -8.4037 -1.1508 -24.2187  0.31
H: -4.6804 -3.9215 -16.4310  0.32
H: -10.5098 1.5915 -20.6747  0.40
H: -5.7783 0.7205 -22.7361  0.34
C: -2.1708 -4.7560 -22.5808  -0.64
H: -11.5402 0.0633 -22.3676  0.31
C: -1.6592 -3.3270 -22.7030  -1.45
H: -4.0820 -3.0382 -22.8340  -0.01
H: -11.5954 -5.4079 -17.7447  0.35
C: -10.0227 1.3527 -21.6201  -0.32
C: -3.8960 -3.3984 -16.9780  -0.71
H: -3.5613 -6.6616 -19.8616  0.13
H: -5.5008 -3.9173 -22.2423  0.26
Ca: -6.0883 -1.0590 -17.6438  1.46
C: -11.9492 -4.3822 -17.6400  -0.65
C: -5.6439 -0.3500 -22.8910  -0.10
C: -4.8765 -4.5776 -24.2702  -1.64
C: -2.5979 -3.2779 -18.9792  -0.12
C: -10.2762 2.4651 -22.5887  -0.74
C: -3.9568 -2.8538 -19.2488  0.26
O: -4.5358 -2.5783 -17.9775  -0.09
H: -6.8636 0.5469 -24.9270  0.07
H: -2.1053 -7.0261 -20.9006  0.30
H: -1.9608 -5.3851 -23.4458  0.50
C: -5.1613 -0.4528 -24.3861  -0.53
H: -7.1585 -2.4336 -24.2147  0.10
C: -10.4531 0.1321 -22.4079  0.02
H: -4.9720 -6.3758 -21.9945  0.43
O: -10.9553 -3.5100 -18.2541  -0.22
H: -3.4558 -8.1066 -20.9343  0.45
H: -2.0358 -2.3730 -18.7481  0.39
N: -3.5592 -4.8477 -22.1425  0.91
H: -5.0676 -0.7736 -22.0685  -0.31


# 2
This record from the Open Molecules 2025 dataset describes C5H10O in the gas phase in a non-equilibrium geometry. The level of theory is ωB97M-V/def2-TZVPD.

HOMO = -8.24 eV
relative energy (zero: lowest compared OMol25 entry of this formula, charge and spin) = 2.982 eV
electronic energy = -271.64305 hartree
Kohn-Sham gap = 0.3379 hartree

Each line ends with the Mulliken charge.
Element x y z (Å)
H: 0.6401 -1.6581 0.5524  0.32
C: -0.5434 -0.0767 -0.2897  1.17
H: 0.8969 -0.1106 1.3396  0.27
H: 2.9213 -0.7451 0.0236  0.35
C: 0.7740 -0.5877 0.3564  -0.63
C: 2.0304 -0.3648 -0.4884  -1.08
H: -2.6884 -0.0747 -0.0015  0.38
H: 1.9505 -0.8859 -1.4500  0.29
C: -0.3156 1.3585 -0.5375  -1.03
O: -1.1707 2.2101 0.0224  -0.29
H: -1.7601 -0.2104 1.4982  0.32
C: -1.7936 -0.5166 0.4482  -1.57
H: 2.1773 0.6966 -0.7005  0.29
H: -0.5447 -0.4516 -1.3253  0.23
H: -1.8851 -1.6055 0.4060  0.41
H: -0.5811 2.9099 -0.3010  0.59


# 3
This record from the Open Molecules 2025 dataset describes a 2-piece molecular cluster, C2H7N3O2 overall in a non-equilibrium geometry. The level of theory is ωB97M-V/def2-TZVPD.

HOMO = -9.44 eV
relative energy (zero: lowest compared OMol25 entry of this formula, charge and spin) = 3.595 eV
electronic energy = -395.07288 hartree
Kohn-Sham gap = 0.3734 hartree

Each line ends with the Mulliken charge.
Element x y z (Å)
H: 0.0772 0.8800 -0.2785  0.30
N: 1.1376 0.9417 -0.2517  -0.59
N: -2.1234 -0.4549 0.6188  -0.41
O: 3.7043 -0.3296 1.5859  -0.54
C: 3.0764 -0.1498 0.5925  0.37
H: -1.5512 0.8927 -0.5939  0.25
H: -1.6271 -1.4275 0.8143  0.21
O: 3.5578 -0.0686 -0.5692  -0.39
C: 1.5905 0.0602 0.5467  -0.02
H: -3.0793 -0.5979 0.8852  0.22
N: -1.9716 -0.0652 -0.7364  -0.44
H: -2.7500 -0.1229 -1.3964  0.23
H: 4.5080 -0.2225 -0.5855  0.35
H: 0.9810 -0.3664 1.2802  0.46


# 4
This record from the Open Molecules 2025 dataset describes C16H25NO3 in the gas phase. The level of theory is ωB97M-V/def2-TZVPD.

HOMO = -8.00 eV
relative energy (zero: lowest compared OMol25 entry of this formula, charge and spin) = 2.824 eV
electronic energy = -905.09873 hartree
Kohn-Sham gap = 0.3247 hartree

Each line ends with the Mulliken charge.
Element x y z (Å)
H: 3.5857 5.4094 2.1213  0.32
O: 0.5217 1.6202 0.7918  -0.33
C: 1.7061 3.7450 4.1447  -0.97
H: -2.5203 -3.3455 0.0361  0.41
O: -1.2701 -1.2189 -0.5746  -0.28
C: 1.5536 3.5043 1.7537  0.72
C: 0.8915 2.2814 1.9358  0.68
H: 0.3732 -4.2172 -4.3172  0.36
C: -0.2389 -3.6631 -3.6024  -0.37
H: 0.4894 -0.2400 -1.0616  0.35
H: 0.2762 -2.5505 -0.9149  0.20
H: 0.4909 -0.3461 1.4224  0.43
H: 0.8588 2.1649 5.3084  0.38
H: -1.1630 -4.4858 -0.0057  0.43
C: -0.4556 -0.0776 -0.5225  -0.68
H: 2.0223 4.3136 5.0068  0.33
H: 1.3506 4.9887 0.2258  0.31
C: -1.5978 -3.6055 -0.4902  -1.39
H: -0.2869 -2.4525 0.7688  0.45
C: 1.9598 4.2337 2.8686  1.24
H: -0.2460 -5.1561 -2.0298  0.39
H: 2.8889 4.1324 0.2042  0.31
H: -2.6993 -1.6389 -4.1924  0.36
C: -2.8113 -3.1058 -2.5952  -0.77
C: -0.6149 -2.4356 -0.2807  -0.01
C: -0.1446 0.3876 0.9065  -0.59
H: 2.9203 5.9749 3.6576  0.39
C: 1.8183 4.0153 0.3691  -1.47
H: 0.1367 0.8673 3.3716  0.44
H: -3.4197 -2.5102 -1.9159  0.35
O: -1.1532 -2.9121 -4.3669  -0.44
C: 2.6680 5.5426 2.6929  -1.44
H: 2.0404 6.2485 2.1500  0.32
C: 1.0545 2.5413 4.3154  -0.88
H: -3.4666 -3.7366 -3.2092  0.37
C: -0.9677 -4.6324 -2.6585  -0.78
N: -1.9645 -3.9940 -1.8230  0.15
H: 1.4231 3.3238 -0.3675  0.29
C: -2.0228 -2.1779 -3.5270  -0.11
H: 0.4118 -2.9815 -3.0317  0.19
H: -1.0154 0.7136 -1.0284  0.31
H: -1.4477 -1.4549 -2.9332  0.05
H: -1.0877 0.4944 1.4598  0.43
C: 0.6455 1.8054 3.2165  -0.75
H: -1.4932 -5.3696 -3.2790  0.35